Entry 1:
The following is a DFT calculation (the ωB97M-V functional and the def2-TZVPD basis) of a cluster of 3 separate species, C4H5N3O in total at a distorted geometry.

## Properties
HOMO-LUMO gap, eV: 8.34
Energy, eV: -10740.3296
Energy relative to the best compared isomer or geometry (same formula, charge and spin), kJ/mol: 702.91
Net charge: 0
Largest force on an atom, eV/Å: 9.0

Each line ends with the Mulliken charge.
Element x y z (Å)
C  -1.547  0.188  -0.158  0.2764
C  -0.118  -0.006  -0.153  0.5986
C  0.792  1.137  -0.099  -0.0238
C  1.999  0.725  -0.215  -0.5897
H  -3.449  -0.727  0.863  0.2990
H  -2.013  -1.866  0.620  0.3294
H  0.411  2.196  -0.140  0.3572
H  3.027  1.139  -0.027  0.3216
H  2.558  -1.417  -0.073  0.2146
N  -2.340  -0.915  -0.409  -0.6893
N  1.855  -0.722  0.007  0.1391
N  0.617  -1.152  -0.168  -0.6553
O  -1.791  1.420  -0.048  -0.5777

=====

Entry 2:
The following is a DFT calculation (the ωB97M-V functional and the def2-TZVPD basis) of a structure of composition C59H51Cl2GeN3O6Ta.

## Properties
HOMO-LUMO gap, eV: 7.06
Energy, eV: -161880.5094
Energy relative to the best compared isomer or geometry (same formula, charge and spin), kJ/mol: 0.00
Net charge: +1
Largest force on an atom, eV/Å: 0.6

Each line ends with the Mulliken charge.
Element x y z (Å)
Ta  -0.484  -0.239  -0.292  1.9744
O  1.265  -0.818  1.412  2.1107
C  1.490  0.056  2.525  2.1489
C  0.362  1.085  2.373  -0.5735
O  0.031  1.873  3.203  -0.5705
O  -0.205  1.011  1.159  -1.1851
C  1.338  -0.687  3.843  -0.0942
C  1.511  0.010  5.038  -0.4012
C  1.355  -0.639  6.250  -0.9706
C  1.034  -1.992  6.285  -0.8117
C  0.876  -2.689  5.100  -1.0617
C  1.028  -2.039  3.880  0.2706
C  2.824  0.782  2.380  0.0366
C  3.984  0.188  2.866  0.0960
C  5.211  0.808  2.696  -0.8713
C  5.285  2.040  2.060  -0.7394
C  4.132  2.636  1.573  -0.9403
C  2.906  2.003  1.720  0.1391
H  1.867  -1.578  1.381  -1.3867
H  1.764  1.062  5.014  0.5482
H  1.488  -0.089  7.172  0.4707
H  0.918  -2.498  7.234  0.4620
H  0.644  -3.746  5.115  0.6277
H  0.908  -2.609  2.966  0.1567
H  3.918  -0.759  3.385  0.5546
H  6.110  0.339  3.074  0.4555
H  6.241  2.532  1.942  0.4453
H  4.183  3.593  1.071  0.4418
H  2.018  2.483  1.321  0.0532
C  2.598  0.462  -4.531  -1.7534
C  1.310  1.011  -3.924  0.0970
C  1.527  2.044  -2.843  0.9978
C  2.641  2.876  -2.879  -0.3379
C  2.811  3.892  -1.952  -1.1373
C  1.834  4.135  -1.005  -0.3583
C  0.690  3.344  -0.939  0.6513
C  -0.418  3.773  -0.004  -0.8266
C  -1.145  5.005  -0.550  -1.5059
C  0.588  2.267  -1.830  -0.9859
N  -0.556  1.388  -1.671  0.9046
C  -1.722  1.757  -2.162  0.4414
C  -2.850  1.165  -1.613  -0.7582
C  -4.231  1.264  -1.815  -1.0105
C  -4.822  0.501  -0.819  -1.0416
C  -3.783  -0.030  -0.045  -0.4103
N  -2.587  0.369  -0.504  0.7906
H  2.384  -0.404  -5.158  0.4316
H  3.303  0.169  -3.752  0.3647
H  3.098  1.195  -5.164  0.4623
H  0.709  0.196  -3.523  -0.1123
H  0.712  1.467  -4.720  0.4748
H  3.391  2.730  -3.642  0.2757
H  3.693  4.518  -1.993  0.4709
H  1.937  4.966  -0.316  0.5860
H  0.005  4.007  0.977  0.5135
H  -1.140  2.979  0.163  0.0347
H  -0.457  5.837  -0.701  0.3664
H  -1.925  5.327  0.139  0.4443
H  -1.612  4.789  -1.513  0.3161
H  -1.763  2.530  -2.923  0.7134
H  -4.721  1.828  -2.591  0.5393
H  -5.875  0.355  -0.644  0.4872
H  -3.879  -0.653  0.830  0.5101
Cl  -1.963  -4.133  -3.035  -0.1985
C  -2.233  -3.945  -1.349  0.7634
C  -2.886  -4.965  -0.623  -0.5065
C  -3.107  -4.839  0.718  0.4641
Cl  -3.917  -6.098  1.577  -0.2325
C  -2.681  -3.679  1.418  0.3631
C  -2.882  -3.419  2.789  -1.0586
C  -2.439  -2.239  3.325  -1.2632
C  -1.774  -1.313  2.511  -0.4144
N  -1.548  -1.536  1.229  0.6016
C  -2.017  -2.694  0.674  0.5556
C  -1.806  -2.810  -0.714  -1.0870
O  -1.178  -1.788  -1.289  -0.6531
H  -3.214  -5.851  -1.148  0.5238
H  -3.393  -4.150  3.401  0.5166
H  -2.582  -2.004  4.370  0.5982
H  -1.440  -0.373  2.926  0.7151
O  1.190  -2.600  -0.341  -0.3688
C  1.528  -1.901  -1.283  0.4006
O  1.186  -0.608  -1.324  -0.8138
C  2.257  -2.434  -2.473  -0.6465
C  2.914  -3.782  -2.204  -1.6971
Ge  4.433  -3.619  -0.951  2.3717
C  3.918  -3.815  0.922  0.0256
C  4.579  -3.107  1.925  0.3289
C  4.355  -3.396  3.267  -0.6520
C  3.458  -4.391  3.623  -0.5341
C  2.770  -5.086  2.637  -0.9044
C  3.000  -4.798  1.300  -0.6863
C  5.187  -1.835  -1.219  -0.9476
C  6.322  -1.651  -2.007  -0.7347
C  6.768  -0.374  -2.327  -1.0490
C  6.074  0.739  -1.875  -1.2152
C  4.945  0.576  -1.082  -0.9586
C  4.520  -0.702  -0.749  2.1056
C  5.790  -4.959  -1.336  0.1185
C  6.801  -5.171  -0.397  -0.3605
C  7.810  -6.093  -0.632  -0.6970
C  7.821  -6.822  -1.813  -0.4998
C  6.823  -6.625  -2.755  -0.7471
C  5.816  -5.698  -2.516  -0.4741
H  2.986  -1.690  -2.787  -0.1351
H  1.507  -2.484  -3.273  0.7527
H  3.303  -4.179  -3.142  0.6746
H  2.185  -4.499  -1.826  0.3632
H  5.290  -2.333  1.654  0.5417
H  4.893  -2.856  4.038  0.4813
H  3.296  -4.623  4.668  0.4616
H  2.070  -5.866  2.910  0.4597
H  2.468  -5.361  0.541  0.2659
H  6.864  -2.514  -2.379  0.4371
H  7.653  -0.250  -2.937  0.4242
H  6.415  1.733  -2.136  0.4634
H  4.397  1.436  -0.721  0.6693
H  3.650  -0.801  -0.108  0.2204
H  6.798  -4.616  0.535  0.3380
H  8.586  -6.245  0.107  0.4154
H  8.606  -7.543  -1.998  0.3890
H  6.826  -7.192  -3.676  0.4150
H  5.047  -5.560  -3.268  0.2895

=====

Entry 3:
The following is a DFT calculation (the ωB97M-V functional and the def2-TZVPD basis) of a cluster of 2 separate species, C6H14FNO2P in total.

## Properties
HOMO-LUMO gap, eV: 7.07
Energy, eV: -24041.5015
Net charge: -1
Largest force on an atom, eV/Å: 0.8

Each line ends with the Mulliken charge.
Element x y z (Å)
C  0.465  3.982  -1.472  -1.0901
C  0.621  3.182  -2.780  0.4106
F  -0.658  3.285  -3.442  -0.4074
N  1.093  1.869  -2.685  -0.6456
P  0.469  0.867  -1.608  0.3657
O  -0.992  0.757  -1.304  -0.6952
H  1.067  4.896  -1.515  0.3186
H  -0.573  4.287  -1.327  0.2891
H  0.799  3.406  -0.610  0.2867
H  1.287  3.729  -3.457  0.2508
H  1.146  1.019  -0.363  -0.0472
H  0.986  -0.377  -2.037  -0.0207
C  -0.376  -2.860  2.698  -0.5232
C  -1.300  -2.965  1.485  -0.5353
C  -1.022  -1.648  0.765  -0.3893
O  0.346  -1.334  1.051  -0.2968
C  0.838  -2.168  2.087  -0.5089
H  -0.130  -3.819  3.155  0.3254
H  -0.829  -2.224  3.462  0.2638
H  -1.003  -3.812  0.861  0.2693
H  -2.352  -3.085  1.745  0.3348
H  -1.653  -0.838  1.137  0.2510
H  -1.152  -1.691  -0.313  0.2634
H  1.535  -2.902  1.661  0.2625
H  1.387  -1.554  2.806  0.2682

=====

Entry 4:
The following is a DFT calculation (the ωB97M-V functional and the def2-TZVPD basis) of an isolated molecule of C6H13N.

## Properties
HOMO-LUMO gap (alpha / beta), eV: 7.55 / 7.56
Energy, eV: -7919.8926
Energy relative to the best compared isomer or geometry (same formula, charge and spin), kJ/mol: 283.72
Net charge: 0
Largest force on an atom, eV/Å: 0.2

Each line ends with the Mulliken charge.
Element x y z (Å)
C  -1.917  1.648  0.359  -1.0348
C  -0.758  0.793  0.765  -0.3471
N  -0.419  -0.325  0.058  0.2617
C  -1.191  -1.550  -0.041  -0.9507
C  0.910  -0.171  -0.128  0.5398
C  1.851  -1.269  0.287  -1.3970
C  1.467  0.918  -1.003  -1.1945
H  -2.746  1.038  -0.029  0.3024
H  -2.301  2.230  1.204  0.3171
H  -1.663  2.365  -0.438  0.2057
H  -0.221  0.988  1.687  0.4066
H  -1.044  -2.031  -1.014  0.3014
H  -0.910  -2.253  0.755  0.3329
H  -2.246  -1.293  0.085  0.3025
H  2.867  -0.882  0.420  0.3834
H  1.542  -1.731  1.233  0.3593
H  1.912  -2.072  -0.465  0.2870
H  0.668  1.536  -1.421  0.2923
H  2.035  0.475  -1.839  0.3462
H  2.164  1.584  -0.476  0.2857